Record 1
32
Properties=species:S:1:pos:R:3:mulliken_spin:R:1 method="wB97M-V/def2-TZVPD" e_homo_ev="-5.06 / -5.71" orbital_gap_ev="5.58 / 6.22" spin_multiplicity=5
H 2.08 3.03 -0.99 0.013
H 0.44 -0.34 -0.86 -0.101
C 1.49 2.64 -1.82 -0.001
H 3.41 0.76 -3.14 -0.003
H -3.71 -0.76 -1.24 0.002
H 2.95 -0.88 -2.56 0.008
H -3.41 -1.78 3.71 0.000
H 0.75 0.72 -4.05 -0.003
H 3.77 0.26 -1.47 0.001
N -1.49 -0.95 3.67 0.025
H -3.50 -0.37 -1.84 -0.001
C -1.28 -0.68 2.39 0.087
H -0.72 -1.43 5.50 0.000
C 0.36 0.37 -3.09 -0.004
H -3.32 -0.04 4.13 0.001
O -0.66 2.87 1.24 0.200
H 0.47 3.04 -1.74 -0.002
Cr 0.84 0.35 0.54 3.865
H 0.32 -1.95 4.15 0.002
H -2.70 -1.29 5.28 0.000
H -2.16 -0.53 1.73 -0.032
C -0.33 -1.15 4.53 -0.006
H -0.63 0.80 -2.91 -0.005
C -2.82 -1.02 4.23 -0.001
H 0.24 -0.21 4.63 0.003
C 3.05 0.18 -2.28 0.012
C -0.03 1.93 0.94 0.148
H 2.20 0.98 0.04 -0.059
P 1.46 0.80 -1.67 -0.192
O -0.10 -0.63 1.96 0.040
H 0.27 -0.73 -3.10 0.001
H 1.95 2.94 -2.77 0.000

***

Record 2
13
Properties=species:S:1:pos:R:3:lowdin_charge:R:1 method="wB97M-V/def2-TZVPD" e_homo_ev="-7.87 / -7.87" orbital_gap_ev="8.35 / 8.34"
H 0.79 -0.79 -2.90 0.092
O -1.86 -1.74 -1.63 0.097
C -1.10 1.53 2.44 -0.387
H 1.27 -1.97 -1.69 0.089
H 0.29 -2.49 -3.09 0.088
C 0.47 -1.69 -2.38 -0.057
P -1.49 0.23 1.13 0.760
H -0.23 2.12 2.16 0.010
C -0.74 -1.38 -1.62 -0.275
H 0.70 0.82 -0.06 -0.050
H -0.92 1.03 3.39 0.008
H -1.97 2.18 2.56 0.006
C -0.22 0.30 0.10 -0.382

***

Record 3
37
Properties=species:S:1:pos:R:3:lowdin_charge:R:1 method="wB97M-V/def2-TZVPD" smiles=CCN[C@H](CN)CO.O.O.O.O.O e_homo_ev=-8.62 orbital_gap_ev=8.89
O 0.39 2.21 0.35 -0.143
H -0.48 4.43 0.99 0.019
H -0.23 -2.42 2.76 0.112
H 1.34 -0.56 -2.01 0.064
H 3.78 -0.97 -0.13 0.073
C 1.92 -1.62 0.32 -0.163
H -2.20 -0.92 -1.99 -0.021
H -1.98 -2.11 3.18 0.072
H -0.50 -0.99 3.48 0.028
H 1.67 -3.86 -2.03 -0.041
C -1.49 -0.82 1.46 -0.200
H 1.25 2.75 0.27 0.108
H 0.85 0.27 0.82 0.112
C 0.74 -0.66 0.13 -0.341
H 1.96 -2.07 1.30 0.096
O -2.29 -1.51 -2.73 -0.050
C 0.88 -0.02 -1.29 -0.209
H -0.65 0.97 -2.59 0.088
H 1.95 -2.58 -0.28 0.113
N -0.50 0.45 -1.71 -0.035
O 2.94 -0.60 0.07 -0.071
O -0.01 4.22 1.85 -0.066
O 1.68 -3.03 -2.29 0.021
C -1.09 -1.55 2.78 -0.115
H -1.76 3.25 -0.17 0.000
H 0.82 -2.64 -2.13 0.031
N -0.55 -1.31 0.33 -0.060
H 0.83 1.41 0.83 0.042
H -1.04 -1.56 -0.61 0.112
O -2.03 4.16 -0.12 -0.062
H 1.64 0.77 -1.16 0.101
H -1.20 4.61 -0.51 0.089
H -0.33 3.49 2.29 -0.025
H -1.39 0.33 1.50 0.116
H -0.91 1.07 -0.85 0.118
H -1.56 -1.33 -3.29 -0.004
H -2.42 -1.28 1.19 0.088

***

Record 4
52
Properties=species:S:1:pos:R:3:lowdin_charge:R:1 method="wB97M-V/def2-TZVPD" e_homo_ev=-7.87 orbital_gap_ev=8.44
N 0.45 2.01 0.70 0.242
H 0.85 3.61 -1.74 0.171
H 3.55 -2.92 -1.98 0.067
O -1.03 3.19 -0.22 0.199
H 3.81 -1.36 -2.58 0.018
C -1.09 -1.43 -0.33 -0.075
H -4.74 1.78 2.33 0.102
H -3.25 3.33 1.01 0.115
H -2.85 -2.28 0.69 0.156
O 2.68 1.86 0.15 0.105
O 2.27 -2.39 0.43 -0.177
H -1.83 1.03 -4.22 0.174
C -0.68 2.58 0.67 -0.899
H -1.37 -3.78 1.97 0.043
C -1.62 1.14 -3.12 -0.062
H 2.61 -1.85 2.92 0.090
H 2.04 2.46 -2.12 0.192
O -1.36 2.29 1.59 0.123
C -2.85 2.84 1.88 -0.012
O 0.76 -4.11 2.20 0.001
H 1.84 -2.95 4.29 0.032
H -3.36 0.96 3.08 0.059
H 2.49 -5.06 3.29 0.161
O -2.79 0.26 -0.49 0.159
H 3.57 -3.12 4.01 -0.014
H -2.84 3.45 2.73 0.090
N -1.32 -0.12 -2.30 0.129
C -1.07 -3.08 1.46 0.003
H 0.62 1.66 1.65 0.199
C -2.00 -0.31 -1.07 -0.424
O 0.20 1.73 -1.96 -0.049
C 0.82 -2.45 0.35 -0.141
C 1.09 2.57 -1.37 -0.177
C 1.51 2.07 -0.15 -0.427
C 2.17 -4.19 2.37 -0.119
C -3.62 1.58 2.24 -0.088
C -1.68 -2.22 0.80 -0.053
H 2.93 -0.49 -0.37 0.067
H 2.08 -1.95 -2.32 0.120
C 3.25 -1.87 -1.91 -0.075
H 4.29 -1.60 -0.14 0.082
H 0.97 -0.66 -1.10 0.156
H -2.62 1.55 -2.68 0.201
C 2.68 -2.81 3.62 -0.004
O -0.60 3.25 -3.26 0.120
C -0.75 2.08 -2.94 -0.478
C 0.45 -3.13 1.45 -0.256
H -0.58 -0.47 -2.72 0.054
C 0.26 -1.33 -0.37 0.028
H -3.55 0.73 1.47 0.074
C 3.30 -1.51 -0.38 -0.104
H 3.04 -4.18 1.67 0.100

***

Record 5
8
Properties=species:S:1:pos:R:3:lowdin_charge:R:1 method="wB97M-V/def2-TZVPD" e_homo_ev=-10.64 orbital_gap_ev=9.96
H 1.41 1.64 -1.10 0.085
B 0.86 0.98 -0.38 -0.588
O -0.38 0.58 -0.95 0.053
C -0.91 -0.51 -0.25 -0.131
C -0.21 -0.89 0.79 0.259
O 1.39 0.47 0.67 0.136
H -0.24 -1.35 1.66 0.036
H -1.92 -0.92 -0.43 0.150

***

Record 6
125
Properties=species:S:1:pos:R:3:lowdin_charge:R:1 method="wB97M-V/def2-TZVPD" smiles="C=Cc1c(CCCCOC=O)cc(N)c2c1C(=O)C([C@H](Cl)[C@H](C)Cl)=C(B(N)O)C2=O.O=C1C=CC(=O)C=C1.O=C1C=CC(=O)C=C1.O=C1C=CC(=O)C=C1.O=C1C=CC(=O)C=C1.O=C1C=CC(=O)C=C1.O=C1C=CC(=O)C=C1" e_homo_ev=-8.24 orbital_gap_ev=6.03
C -4.96 7.19 4.37 0.024
O 1.23 -0.87 -2.63 0.127
O -2.03 -4.55 -9.01 0.107
H -3.20 0.14 1.01 0.128
C 6.67 1.06 8.35 0.019
C -1.69 5.70 0.64 0.018
N 4.56 -0.99 -1.74 0.183
C -1.02 -0.85 3.00 -0.123
C -4.83 -8.56 -6.62 -0.367
B 3.75 0.20 -1.60 -0.593
H 4.83 0.92 9.39 0.121
C 2.19 0.61 0.39 -0.211
C 0.14 -0.87 0.75 -0.001
H -1.15 9.10 -1.29 0.120
C 4.54 0.59 7.24 -0.383
H -2.56 -4.34 1.86 0.110
C -1.82 7.02 -1.42 -0.387
H -5.16 -10.60 -5.90 0.122
H -7.11 -11.04 -7.39 0.123
C -1.85 -4.69 -7.82 -0.385
H 2.38 4.69 2.19 0.071
H -0.55 8.98 1.13 0.119
C -3.91 6.51 3.92 0.029
O -1.23 -5.16 -3.81 0.093
C -1.14 6.88 1.36 -0.377
C 3.22 1.42 1.13 -0.523
H -5.44 -0.76 -1.23 0.144
O 3.34 0.42 7.32 0.110
H -1.81 4.79 1.22 0.101
H -2.00 -7.10 -5.35 0.105
C -4.16 -0.29 1.27 -0.165
H -4.81 -6.58 -7.55 0.111
H -4.48 -3.30 2.61 0.108
C -6.47 5.22 3.84 0.020
H -2.40 4.92 -1.19 0.126
O -5.20 0.36 0.50 -0.057
H -3.66 -2.13 0.19 0.109
H 3.85 3.43 0.73 0.092
H 4.62 0.31 5.07 0.060
H -1.27 -2.60 -7.47 0.125
H -0.17 0.33 4.50 0.072
O -7.28 7.21 4.78 0.104
C 8.11 3.04 -0.93 0.030
O 8.57 1.16 6.96 0.103
C 7.69 1.63 -0.74 -0.340
H 7.47 3.65 -1.56 0.128
C -0.22 -2.65 -0.85 -0.212
C -1.38 -2.65 1.29 -0.172
H -0.89 -2.88 -5.03 0.114
H 5.09 1.57 -1.99 0.060
C -1.27 8.20 -0.70 0.018
H -0.36 -4.21 -2.07 0.052
H -1.62 -4.16 -0.17 0.122
C -5.42 4.54 3.38 0.026
O -4.51 0.98 -1.54 0.126
H 4.24 1.21 0.82 0.095
C 5.24 0.52 5.93 0.016
H 7.08 0.66 4.90 0.119
C -0.07 -0.57 3.91 0.029
C -5.54 -9.86 -6.59 0.022
Cl 1.71 3.38 -0.17 0.705
H 9.54 4.54 -0.48 0.126
H -6.75 -7.02 -9.04 0.125
H 1.66 3.24 2.83 0.064
C -4.06 5.13 3.39 -0.366
C 1.31 -0.76 -1.43 -0.287
C -2.38 -3.32 2.21 -0.134
C -0.95 8.13 0.59 0.018
C -6.58 -10.10 -7.39 0.024
O 11.07 3.08 1.02 0.125
C -4.19 -1.82 1.09 -0.165
H -0.35 -2.73 -2.82 0.070
C 5.36 0.88 8.44 0.020
C -5.33 -7.52 -7.55 0.022
H -2.91 6.92 3.91 0.108
H -5.50 3.53 2.99 0.120
H -2.06 -0.61 3.22 0.091
H -5.24 -2.07 0.92 0.114
C 6.55 0.71 5.84 0.021
H 0.77 -1.24 4.06 0.069
O -3.10 4.51 2.97 0.096
H -7.47 4.80 3.84 0.121
H -4.88 8.19 4.77 0.122
O 4.13 1.41 -2.13 0.141
C -3.72 -2.57 2.35 -0.168
C -5.02 0.18 -0.84 -0.365
H -1.93 -3.41 3.20 0.119
C -6.37 -7.76 -8.35 0.030
O -0.84 6.83 2.54 0.088
C 9.21 3.52 -0.36 0.033
C 0.39 -1.45 -0.50 -0.026
H 4.14 -1.67 -2.37 0.085
C 0.85 0.43 1.04 -0.331
O 0.35 1.30 1.69 0.089
O -2.11 7.09 -2.60 0.104
C -6.32 6.60 4.37 -0.388
H 10.28 0.62 1.31 0.127
H 8.21 -0.26 0.23 0.127
O -8.03 -9.27 -9.05 0.114
C 9.64 1.24 0.68 0.033
C 2.57 3.63 2.38 -0.173
Cl 3.16 0.82 2.85 0.722
C 2.39 0.05 -0.80 0.029
H -2.37 -6.81 -7.79 0.116
C 7.37 0.99 7.04 -0.389
C -1.85 -6.15 -5.85 0.024
C -1.21 -3.70 -5.66 0.030
H 5.47 -0.76 -2.12 0.056
C -7.08 -9.06 -8.33 -0.384
H 3.41 3.61 3.08 0.067
C -2.05 -6.00 -7.15 0.006
H -4.43 -0.10 2.30 0.121
C 10.07 2.65 0.50 -0.379
C -0.73 -1.45 1.68 -0.107
C -1.41 -3.55 -6.97 0.028
H 7.29 1.27 9.22 0.121
H -3.67 -1.86 3.18 0.090
O -3.88 -8.35 -5.89 0.092
C -1.41 -5.01 -5.00 -0.355
O 6.68 1.20 -1.27 0.079
C 8.54 0.77 0.11 0.030
C -1.11 -3.24 0.06 0.032
C -2.00 5.77 -0.65 0.030
N 0.05 -3.29 -2.09 0.115
C 2.93 2.97 1.07 -0.688

***

| no. | maximum force (eV/Å) | total energy (Ha) |
| --- | --- | --- |
| 1 | 4.25 | -1869.5542 |
| 2 | 3.27 | -573.0554 |
| 3 | 7.09 | -765.6553 |
| 4 | 15.43 | -1411.2218 |
| 5 | 5.80 | -253.2815 |
| 6 | 1.41 | -4495.7964 |